Density functional theory data (ωB97M-V/def2-TZVPD) for a structure of composition C30H53BrIrNO5Se2Si in a non-equilibrium geometry.

```
94
Properties=species:S:1:pos:R:3:forces:R:3
Ir -0.21788 0.20878 1.78549 0.422 -3.596 3.574
Br 0.25102 0.29888 -0.79741 0.080 0.167 -0.019
Se -2.84478 -0.54792 1.57319 0.833 1.165 -0.112
Se -1.59588 2.80958 1.16669 -0.263 -0.394 0.251
Si -0.27898 -0.13722 -3.16841 -0.234 -0.041 -0.250
O 1.96302 -1.06322 1.92779 -0.576 1.478 -0.487
O -0.24288 -0.87532 3.84489 -2.083 5.094 -1.777
O -0.60698 -2.84832 4.80329 -1.283 0.501 0.592
O -0.90078 -4.25212 1.65809 -1.292 -0.074 -0.519
O -0.72118 -2.06542 1.29829 -2.024 4.081 -1.475
N 0.92602 1.71488 2.99619 -0.992 -0.915 -1.005
C -2.04698 0.67008 -3.37131 0.254 -0.015 0.193
C 1.80662 2.72058 4.82929 -0.939 -0.142 -0.510
C 2.77012 1.96918 1.36289 -0.150 -0.016 -0.299
C -3.09908 0.07408 -2.42671 0.223 -0.164 0.004
C 1.15082 0.97448 -5.42981 -0.358 -0.197 0.089
C 1.20562 -3.24222 2.17859 -1.818 -0.069 -1.417
C -2.00918 2.17578 -3.09171 0.274 -0.155 -0.033
C 3.54792 -2.71222 1.56559 -0.021 0.333 -0.302
C 0.00522 -2.05522 4.13169 4.064 -4.303 -1.002
C 2.74402 2.79248 3.82769 -0.124 -0.856 -0.767
C 0.68452 2.04108 4.28479 -0.335 0.531 0.776
C -1.57228 -2.75522 -3.09741 0.018 0.317 0.013
C -0.21378 -2.08872 -3.34391 -0.010 0.187 0.245
C 2.55872 0.13368 -3.55941 -0.264 -0.163 0.089
C 1.25342 0.85948 -3.90601 -0.131 -0.106 0.303
C 1.40752 -2.62092 3.54289 -1.532 1.347 1.310
C 2.08012 -2.33372 1.29979 0.258 -1.559 -0.528
C 1.37602 2.28238 -3.34601 -0.245 -0.137 0.065
C 3.76702 -2.07802 2.95019 -0.050 0.489 0.044
C 2.17362 2.15168 2.69629 0.973 0.132 -0.122
C -2.52318 0.46048 -4.81291 0.339 -0.156 0.012
C -1.13958 4.23228 2.41589 0.087 -0.130 -0.056
C -0.33288 -3.19122 1.66519 4.548 -2.604 2.132
C -0.56368 1.70998 4.99439 0.028 -0.382 0.287
C -3.32558 -0.86782 3.41469 0.145 0.003 0.316
C -3.95588 1.09458 1.35449 0.551 -0.117 -0.057
C 2.37642 -1.47502 3.22569 0.558 -0.590 1.398
C 0.22832 -2.46802 -4.76211 0.065 0.413 0.015
C -3.33798 2.32138 1.98699 0.240 0.209 0.145
C 0.75992 -2.71592 -2.33881 -0.022 0.218 0.064
H 0.31882 -2.72062 -1.34491 0.019 0.044 0.158
H 0.28882 1.56608 -5.72311 -0.140 0.104 -0.121
H 2.30512 2.72478 -3.69851 0.161 0.007 -0.101
H -0.21118 4.69378 2.08349 -0.047 -0.109 -0.083
H 3.40522 0.69488 -3.94871 0.077 0.145 -0.098
H 1.87322 3.09468 5.83019 0.002 0.014 0.287
H -1.39858 2.69968 -3.81831 0.084 0.144 -0.056
H 2.14672 2.43888 0.60059 0.056 0.153 -0.194
H 3.77092 2.38788 1.33209 0.042 0.026 -0.093
H 0.94902 -3.75212 -2.61481 -0.013 -0.125 -0.093
H 2.68272 0.05678 -2.48341 0.121 -0.083 0.200
H 1.08162 0.00448 -5.91041 0.000 -0.165 -0.163
H -2.63588 -1.59852 3.82219 0.169 -0.126 0.002
H -2.30368 -2.46632 -3.84601 -0.185 0.018 -0.070
H -3.99138 0.69818 -2.45701 -0.102 0.132 -0.021
H 1.71442 -2.20012 -2.30201 0.203 0.032 0.048
H -2.56638 -0.59252 -5.07501 -0.068 -0.186 -0.092
H -3.52108 0.87548 -4.93751 -0.150 0.080 0.013
H -0.39318 -1.98912 -5.51301 -0.096 0.034 -0.264
H -0.99698 3.82578 3.41069 0.026 -0.099 0.101
H -1.33368 1.43218 4.27659 -0.143 0.001 0.099
H 2.80222 0.90608 1.11689 0.217 0.042 -0.038
H -0.38588 0.84498 5.63559 -0.250 -0.095 0.008
H 2.36082 -0.63512 3.91839 -0.053 0.004 -0.107
H 1.26342 -2.20042 -4.94761 0.153 0.040 -0.113
H 3.69122 -3.78962 1.55969 -0.046 -0.018 -0.052
H -2.74538 0.03598 -1.39591 0.028 -0.031 0.120
H 4.50902 -1.27942 2.91349 0.063 -0.098 0.007
H 4.20492 -2.26932 0.81819 0.044 -0.030 -0.020
H -4.33868 -1.25922 3.45569 -0.080 0.011 -0.239
H -3.40068 -0.92252 -2.72401 -0.013 -0.162 0.051
H 1.79712 -2.27472 0.25269 -0.043 0.118 0.044
H -3.15718 2.17328 3.05369 0.011 0.070 -0.081
H -1.86508 0.95478 -5.52061 0.051 0.094 -0.192
H -3.01648 2.58218 -3.16571 -0.160 0.016 -0.008
H 0.56732 2.92168 -3.67761 -0.088 0.140 -0.017
H 2.03662 1.47588 -5.81581 0.139 0.055 0.010
H -4.92228 0.87528 1.81009 0.045 -0.066 0.033
H 2.60212 -0.85982 -3.99191 0.054 -0.192 -0.019
H -4.10738 1.24358 0.28459 0.052 -0.160 0.010
H 1.45952 -4.30062 2.14279 0.216 0.154 -0.090
H 1.75132 -3.31842 4.30499 0.223 0.046 -0.165
H -1.93748 4.97078 2.41359 -0.056 -0.044 -0.070
H -1.45178 -3.83572 -3.16101 0.078 -0.114 -0.014
H -0.89268 2.52458 5.63999 -0.023 0.097 -0.113
H -1.63078 2.38298 -2.09201 0.055 0.131 0.086
H 3.72342 3.22778 3.86309 0.147 0.169 -0.086
H -1.95618 -2.53052 -2.10651 -0.106 0.005 0.143
H 4.06202 -2.79742 3.70899 -0.039 0.032 0.090
H -3.25028 0.05358 3.98649 0.031 0.004 -0.030
H 0.13872 -3.54482 -4.89381 -0.037 -0.123 0.046
H -4.00018 3.18238 1.86419 0.110 -0.028 -0.015
H 1.39732 2.28608 -2.26231 0.049 0.107 0.184
```
Forces are in eV/Å.

Summary:
charge: +1
multiplicity: 2
E_LUMO (spin up / spin down): -6.3 / -5.9 eV
largest force on an atom: 6.003 eV Å⁻¹
HOMO level (spin up / spin down): -9.96 / -9.92 eV
Kohn-Sham gap (spin up / spin down): 3.66 / 4.04 eV

Mulliken analysis output, partial charges in e: 2.98, -0.34, 0.32, 0.35, -1.38, -0.28, -0.59, -0.66, -0.72, -0.64, 0.80, 2.57, -1.20, -0.96, -2.06, -1.76, 0.32, -2.01, -0.74, -0.42, -1.15, 0.21, -2.02, 3.12, -1.73, 2.28, 0.06, 0.02, -1.63, -1.00, 0.51, -1.62, -0.99, -0.01, -1.39, -0.87, -0.79, 0.09, -1.90, -0.91, -2.08, 0.17, 0.36, 0.59, 0.37, 0.61, 0.59, 0.33, 0.10, 0.50, 0.62, 0.17, 0.33, 0.16, 0.42, 0.71, 0.25, 0.32, 0.51, 0.38, 0.11, -0.07, -0.03, 0.39, 0.48, 0.34, 0.43, 0.09, 0.30, 0.30, 0.48, 0.29, -0.46, 0.35, 0.33, 0.60, 0.32, 0.51, 0.59, 0.28, 0.30, 0.56, 0.48, 0.45, 0.62, 0.51, 0.36, 0.58, 0.25, 0.42, 0.31, 0.56, 0.62, 0.11